[1]
C4H8N2S in the gas phase at a distorted geometry, computed with ωB97M-V/def2-TZVPD.

Each line ends with the Löwdin charge.
Element x y z (Å)
C: 1.888 0.623 0.054  -0.31
C: -1.607 0.735 -1.313  -0.18
C: 0.566 1.187 -0.238  -0.10
C: -2.811 0.326 -0.616  -0.08
N: -0.485 0.814 -0.687  0.01
N: 2.111 -1.938 1.637  -0.49
S: 2.500 -1.475 0.110  0.67
H: 2.582 1.061 -0.684  0.06
H: 2.166 0.900 1.073  0.04
H: -1.403 0.550 -2.371  0.12
H: -3.521 1.130 -0.701  0.08
H: -3.280 -0.411 -1.080  0.02
H: -2.523 0.115 0.411  0.09
H: 1.198 -2.120 1.986  0.01
H: 2.617 -1.497 2.417  0.03

HOMO-LUMO gap ... 7.69 eV
E ... -18089.07141 eV
LUMO energy ... 0.7 eV
Total charge ... 0

***

[2]
8 unconnected molecules or ions with the total composition C31H41ClI2N7P, computed with ωB97M-V/def2-TZVPD.

Each line ends with the Löwdin charge.
Element x y z (Å)
C: 1.873 4.829 1.965  -0.19
C: 0.425 4.522 2.190  -0.84
I: 0.061 2.422 2.254  1.08
C: -0.600 5.356 2.342  -0.99
I: -0.263 7.443 2.213  0.85
P: -2.421 4.903 2.666  0.40
Cl: -4.518 4.348 3.003  -0.01
H: 2.301 4.060 1.329  0.05
H: 2.002 5.785 1.480  0.03
H: 2.421 4.780 2.901  0.08
H: -2.067 3.871 3.528  -0.06
H: -2.654 6.147 3.247  -0.05
H: -2.657 4.708 1.306  0.00
C: 2.888 0.050 -1.690  -0.11
C: 2.359 0.741 -0.565  -0.13
C: 1.434 1.638 -1.037  -0.18
N: 1.396 1.524 -2.398  0.03
C: 2.270 0.553 -2.804  -0.15
H: 3.635 -0.727 -1.682  0.10
H: 2.628 0.596 0.469  0.09
H: 0.812 2.347 -0.522  0.03
H: 0.812 2.065 -3.008  0.15
H: 2.373 0.302 -3.846  0.11
C: -1.562 -2.234 -2.581  -0.11
C: -0.974 -3.372 -1.965  -0.11
C: -0.043 -2.912 -1.071  -0.14
N: -0.044 -1.546 -1.125  0.02
C: -0.968 -1.125 -2.038  -0.15
H: -2.330 -2.231 -3.335  0.07
H: -1.207 -4.405 -2.158  0.09
H: 0.618 -3.440 -0.406  0.11
H: 0.548 -0.942 -0.582  0.11
H: -1.123 -0.076 -2.222  0.10
C: -1.648 -0.615 3.701  -0.13
C: -2.424 -1.024 4.819  -0.10
C: -2.387 -2.391 4.858  -0.14
N: -1.619 -2.820 3.805  0.00
C: -1.163 -1.745 3.099  -0.13
H: -1.465 0.392 3.364  -0.02
H: -2.949 -0.388 5.511  0.09
H: -2.837 -3.092 5.541  0.11
H: -1.413 -3.778 3.586  0.13
H: -0.541 -1.876 2.230  0.10
C: -3.327 -1.306 -7.804  -0.11
C: -2.550 -0.466 -6.961  -0.11
C: -3.041 -0.597 -5.691  -0.15
N: -4.085 -1.481 -5.734  0.00
C: -4.264 -1.919 -7.017  -0.14
H: -3.210 -1.445 -8.866  0.09
H: -1.725 0.161 -7.255  0.09
H: -2.740 -0.142 -4.764  0.10
H: -4.635 -1.763 -4.945  0.14
H: -5.039 -2.625 -7.259  0.10
C: 5.729 1.978 -6.346  -0.11
C: 6.477 2.805 -5.467  -0.11
C: 5.944 2.654 -4.214  -0.14
N: 4.904 1.771 -4.302  0.01
C: 4.768 1.353 -5.597  -0.15
H: 5.881 1.854 -7.405  0.09
H: 7.310 3.437 -5.724  0.09
H: 6.215 3.098 -3.271  0.10
H: 4.325 1.474 -3.533  0.10
H: 4.004 0.647 -5.876  0.10
C: 2.488 1.712 7.387  -0.11
C: 3.556 1.488 6.476  -0.11
C: 3.134 1.912 5.244  -0.15
N: 1.857 2.380 5.376  -0.01
C: 1.456 2.265 6.677  -0.14
H: 2.480 1.492 8.441  0.09
H: 4.520 1.064 6.700  0.09
H: 3.632 1.919 4.289  0.10
H: 1.300 2.751 4.623  0.02
H: 0.474 2.582 6.986  0.11
C: -3.639 -7.348 1.859  -0.11
C: -3.428 -6.437 0.787  -0.11
C: -3.296 -5.188 1.329  -0.14
N: -3.417 -5.310 2.688  0.00
C: -3.626 -6.622 3.019  -0.14
H: -3.782 -8.412 1.785  0.09
H: -3.381 -6.673 -0.263  0.09
H: -3.127 -4.228 0.870  0.11
H: -3.375 -4.550 3.341  0.11
H: -3.745 -6.925 4.045  0.10

HOMO-LUMO gap ... 7.74 eV
E ... -81252.05227 eV
LUMO energy ... -0.6 eV
Total charge ... 0
SMILES ... C/C(I)=C(\I)[PH3]Cl.c1cc[nH]c1.c1cc[nH]c1.c1cc[nH]c1.c1cc[nH]c1.c1cc[nH]c1.c1cc[nH]c1.c1cc[nH]c1

***

[3]
C2H2FIS in the gas phase at a distorted geometry, computed with ωB97M-V/def2-TZVPD.

Each line ends with the Löwdin charge.
Element x y z (Å)
F: -2.126 -1.543 0.809  -0.06
C: -0.982 -1.465 -0.034  -1.02
S: -0.608 -2.428 -1.174  0.86
C: -0.158 -0.357 0.318  -0.66
I: 1.102 -0.848 2.053  0.74
H: 0.578 -0.093 -0.447  0.03
H: -0.773 0.636 0.564  0.12

HOMO-LUMO gap ... 8.69 eV
E ... -23758.68341 eV
LUMO energy ... -1.1 eV
Total charge ... 0
SMILES ... FC(=S)CI

***

[4]
13 unconnected molecules or ions with the total composition C99H213N11O13 at a distorted geometry, computed with ωB97M-V/def2-TZVPD.

Each line ends with the Löwdin charge.
Element x y z (Å)
C: 6.939 1.307 -1.103  -0.03
C: 6.154 -0.001 -1.311  -0.50
C: 4.704 0.211 -0.906  -0.16
C: 3.868 0.993 -1.871  -0.15
C: 3.887 0.352 -3.321  -0.08
C: 5.376 0.222 -3.743  -0.56
N: 6.096 -0.555 -2.763  -0.04
O: 7.464 -0.403 -3.215  -0.07
C: 5.488 -0.691 -4.978  -0.02
C: 5.933 1.561 -4.102  -0.04
C: 6.783 -1.045 -0.481  -0.05
H: 7.994 1.240 -1.532  0.11
H: 6.933 1.594 -0.036  0.09
H: 6.436 2.178 -1.516  0.05
H: 4.253 -0.812 -0.705  0.14
H: 4.675 0.767 0.004  0.10
H: 4.346 1.952 -1.994  0.09
H: 2.879 1.052 -1.413  0.10
H: 3.335 0.915 -4.102  0.11
H: 3.524 -0.697 -3.280  0.09
H: 6.469 -0.621 -5.447  0.09
H: 5.314 -1.633 -4.519  0.06
H: 4.749 -0.522 -5.722  0.08
H: 5.302 2.023 -4.820  0.08
H: 6.011 2.303 -3.337  0.05
H: 6.926 1.414 -4.557  0.10
H: 6.565 -0.828 0.562  0.07
H: 7.858 -1.067 -0.648  0.09
H: 6.397 -2.037 -0.612  0.08
H: 7.760 -1.320 -3.441  0.13
C: -6.302 4.732 0.347  -0.01
C: -5.629 4.252 1.665  -0.51
C: -6.632 4.526 2.863  -0.13
C: -7.827 3.594 2.777  -0.19
C: -7.420 2.158 2.800  -0.16
C: -6.423 1.757 1.744  -0.48
N: -5.365 2.805 1.748  -0.09
O: -4.335 2.444 0.844  -0.06
C: -5.645 0.502 2.203  -0.02
C: -7.090 1.531 0.359  0.00
C: -4.326 4.907 1.899  -0.05
H: -5.769 4.340 -0.533  0.09
H: -6.202 5.811 0.243  0.09
H: -7.328 4.383 0.271  0.06
H: -6.056 4.411 3.793  0.12
H: -6.972 5.547 2.820  0.11
H: -8.469 3.958 1.965  0.11
H: -8.398 3.774 3.732  0.13
H: -8.191 1.410 2.868  0.12
H: -6.895 1.959 3.746  0.13
H: -6.316 -0.219 2.623  0.08
H: -5.137 -0.073 1.426  0.05
H: -4.860 0.831 2.850  0.08
H: -7.783 2.362 0.129  0.07
H: -6.423 1.482 -0.496  0.07
H: -7.658 0.581 0.397  0.09
H: -3.648 4.282 2.496  0.07
H: -4.407 5.895 2.437  0.11
H: -3.830 5.049 0.968  0.07
H: -4.631 2.486 -0.093  0.08
C: -7.757 -2.360 -1.469  -0.03
C: -6.477 -3.011 -0.950  -0.49
C: -6.388 -4.530 -1.203  -0.14
C: -6.393 -4.773 -2.669  -0.20
C: -5.142 -4.171 -3.258  -0.14
C: -5.172 -2.660 -3.127  -0.50
N: -5.248 -2.411 -1.642  -0.04
O: -5.311 -0.986 -1.362  -0.06
C: -3.785 -2.117 -3.375  -0.05
C: -6.156 -1.957 -4.059  -0.02
C: -6.336 -2.751 0.541  -0.04
H: -8.555 -2.398 -0.657  0.11
H: -8.201 -2.880 -2.287  0.05
H: -7.544 -1.356 -1.788  0.07
H: -5.401 -4.819 -0.844  0.11
H: -7.158 -5.051 -0.576  0.14
H: -7.297 -4.397 -3.132  0.09
H: -6.295 -5.852 -2.973  0.13
H: -5.003 -4.451 -4.279  0.12
H: -4.337 -4.608 -2.678  0.12
H: -3.093 -2.377 -2.584  0.06
H: -3.359 -2.454 -4.274  0.06
H: -3.888 -0.997 -3.545  0.10
H: -7.096 -2.439 -4.094  0.05
H: -6.276 -0.909 -3.781  0.09
H: -5.796 -1.962 -5.126  0.10
H: -7.236 -3.142 1.125  0.11
H: -6.392 -1.667 0.675  0.05
H: -5.390 -3.116 0.878  0.05
H: -4.457 -0.744 -0.968  0.06
C: 6.590 -3.417 4.062  -0.04
C: 6.686 -1.946 4.549  -0.56
C: 7.588 -1.137 3.556  -0.10
C: 7.376 0.394 3.737  -0.15
C: 5.906 0.791 3.644  -0.16
C: 5.086 0.069 4.655  -0.46
N: 5.318 -1.447 4.515  -0.12
O: 4.497 -2.142 5.351  -0.01
C: 5.371 0.684 6.035  -0.01
C: 3.600 0.272 4.237  -0.02
C: 7.390 -1.993 5.857  -0.06
H: 6.019 -4.101 4.712  0.08
H: 7.590 -3.899 3.913  0.10
H: 6.003 -3.368 3.136  0.08
H: 8.606 -1.402 3.608  0.10
H: 7.167 -1.518 2.601  0.10
H: 8.062 0.927 3.075  0.11
H: 7.750 0.640 4.745  0.10
H: 5.591 0.645 2.616  0.11
H: 5.782 1.822 3.853  0.11
H: 6.365 1.144 6.086  0.08
H: 4.787 1.566 6.178  0.08
H: 5.348 -0.110 6.783  0.08
H: 2.833 -0.160 4.852  0.07
H: 3.298 1.323 4.250  0.07
H: 3.471 -0.106 3.258  0.06
H: 7.468 -1.032 6.405  0.08
H: 8.414 -2.436 5.699  0.11
H: 6.750 -2.728 6.467  0.11
H: 4.791 -1.853 6.241  0.09
C: -1.135 -5.613 3.241  -0.05
C: -0.362 -6.897 3.031  -0.51
C: -0.833 -8.048 3.908  -0.14
C: -2.133 -8.712 3.471  -0.17
C: -1.989 -9.122 2.039  -0.19
C: -1.795 -8.035 1.103  -0.55
N: -0.520 -7.309 1.596  -0.03
O: -0.313 -6.181 0.694  -0.07
C: -1.379 -8.511 -0.286  -0.03
C: -3.002 -7.147 0.994  -0.04
C: 1.133 -6.604 3.344  -0.03
H: -2.182 -5.687 2.969  0.06
H: -0.663 -4.890 2.519  0.07
H: -1.240 -5.093 4.168  0.08
H: -0.074 -8.870 3.782  0.13
H: -0.687 -7.763 4.931  0.11
H: -3.029 -8.056 3.590  0.12
H: -2.355 -9.579 4.104  0.11
H: -2.858 -9.753 1.732  0.14
H: -1.143 -9.830 1.825  0.14
H: -2.292 -9.006 -0.702  0.10
H: -1.137 -7.708 -0.991  0.06
H: -0.640 -9.281 -0.138  0.08
H: -3.825 -7.645 0.445  0.10
H: -3.505 -6.908 1.939  0.07
H: -2.699 -6.197 0.568  0.08
H: 1.569 -5.806 2.788  0.06
H: 1.737 -7.519 3.051  0.10
H: 1.262 -6.464 4.420  0.08
H: 0.533 -6.368 0.273  0.07
C: 3.801 -3.894 -1.826  -0.01
C: 2.630 -4.107 -2.839  -0.51
C: 3.231 -4.050 -4.229  -0.16
C: 2.364 -4.607 -5.285  -0.19
C: 1.745 -5.962 -4.987  -0.12
C: 1.190 -6.026 -3.545  -0.51
N: 2.182 -5.485 -2.628  -0.07
O: 1.652 -5.580 -1.278  -0.05
C: -0.177 -5.377 -3.389  -0.01
C: 1.117 -7.531 -3.148  -0.02
C: 1.606 -2.997 -2.621  -0.04
H: 4.232 -2.943 -2.161  0.06
H: 4.566 -4.627 -2.022  0.08
H: 3.478 -3.830 -0.779  0.09
H: 3.355 -2.977 -4.475  0.12
H: 4.234 -4.505 -4.273  0.13
H: 2.907 -4.666 -6.210  0.11
H: 1.579 -3.809 -5.452  0.12
H: 2.475 -6.791 -5.082  0.13
H: 0.942 -6.254 -5.671  0.12
H: -0.675 -5.780 -2.491  0.09
H: -0.093 -4.303 -3.315  0.05
H: -0.693 -5.542 -4.317  0.09
H: 0.583 -8.032 -3.937  0.08
H: 2.117 -7.930 -3.134  0.08
H: 0.633 -7.665 -2.176  0.06
H: 2.142 -2.063 -2.746  0.07
H: 1.198 -2.988 -1.610  0.08
H: 0.873 -3.056 -3.403  0.05
H: 1.095 -4.768 -1.277  0.08
C: -0.455 0.281 5.775  0.01
C: -1.597 0.869 6.696  -0.46
C: -2.613 -0.186 7.160  -0.11
C: -1.905 -1.150 8.188  -0.19
C: -1.455 -0.396 9.391  -0.16
C: -0.438 0.735 9.068  -0.50
N: -1.098 1.505 7.960  -0.09
O: -0.203 2.537 7.568  -0.07
C: -0.129 1.714 10.182  -0.05
C: 0.911 0.031 8.706  -0.03
C: -2.351 2.001 5.905  -0.02
H: -0.788 0.247 4.756  0.06
H: -0.216 -0.675 6.171  0.05
H: 0.361 0.933 5.908  0.06
H: -3.457 0.284 7.696  0.12
H: -2.986 -0.763 6.296  0.12
H: -1.099 -1.714 7.751  0.09
H: -2.661 -1.867 8.572  0.12
H: -0.901 -1.051 10.095  0.13
H: -2.314 0.065 9.877  0.12
H: -1.024 2.220 10.559  0.09
H: 0.188 1.194 11.097  0.09
H: 0.693 2.301 9.834  0.07
H: 0.856 -0.893 8.175  0.05
H: 1.575 0.755 8.186  0.09
H: 1.397 -0.205 9.690  0.09
H: -2.690 1.569 5.004  0.06
H: -1.741 2.907 5.818  0.06
H: -3.176 2.330 6.527  0.08
H: -0.560 3.306 8.089  0.13
C: -0.551 -0.256 -4.063  -0.04
C: -0.726 0.150 -5.490  -0.48
C: -0.711 -1.089 -6.428  -0.12
C: -1.193 -0.699 -7.837  -0.18
C: -2.611 -0.190 -7.747  -0.13
C: -2.745 1.030 -6.826  -0.54
N: -2.069 0.775 -5.612  -0.06
O: -2.229 1.845 -4.660  -0.06
C: -2.237 2.289 -7.609  -0.01
C: -4.229 1.290 -6.545  -0.02
C: 0.504 1.046 -5.888  -0.01
H: -0.077 0.630 -3.497  0.08
H: 0.195 -1.076 -3.908  0.08
H: -1.518 -0.550 -3.606  0.08
H: 0.263 -1.523 -6.294  0.10
H: -1.465 -1.798 -6.091  0.11
H: -1.135 -1.541 -8.520  0.11
H: -0.525 0.033 -8.322  0.10
H: -3.278 -1.008 -7.446  0.12
H: -2.904 0.213 -8.732  0.13
H: -2.240 3.168 -7.013  0.03
H: -1.216 2.085 -7.904  0.06
H: -2.946 2.519 -8.463  0.11
H: -4.652 0.350 -6.161  0.08
H: -4.301 2.174 -5.839  0.11
H: -4.773 1.608 -7.388  0.06
H: 0.658 1.002 -7.005  0.08
H: 1.458 0.853 -5.337  0.07
H: 0.252 2.071 -5.599  0.05
H: -1.914 2.701 -5.040  0.06
C: -0.716 7.109 -5.606  -0.05
C: 0.162 5.942 -5.980  -0.48
C: 1.687 6.272 -6.053  -0.13
C: 2.369 6.401 -4.759  -0.19
C: 2.161 5.176 -3.846  -0.12
C: 0.652 4.910 -3.689  -0.46
N: 0.074 4.740 -5.059  -0.05
O: -1.311 4.382 -4.907  -0.10
C: 0.400 3.540 -2.957  -0.03
C: -0.030 6.029 -2.754  0.00
C: -0.426 5.454 -7.325  -0.04
H: -0.863 7.752 -6.506  0.11
H: -0.242 7.859 -4.954  0.08
H: -1.602 6.880 -5.072  0.06
H: 2.007 5.403 -6.611  0.12
H: 1.749 7.141 -6.688  0.12
H: 2.224 7.257 -4.138  0.09
H: 3.488 6.445 -4.928  0.13
H: 2.681 5.146 -2.880  0.12
H: 2.501 4.211 -4.368  0.14
H: -0.662 3.307 -2.620  0.11
H: 0.795 2.778 -3.619  0.06
H: 0.965 3.540 -2.068  0.04
H: 0.407 7.050 -2.897  0.08
H: -1.136 6.017 -2.947  0.08
H: 0.161 5.709 -1.753  0.06
H: -0.367 6.145 -8.132  0.07
H: -1.511 5.226 -7.157  0.09
H: -0.001 4.480 -7.612  0.09
H: -1.763 5.109 -4.394  0.10
C: -0.947 2.153 0.718  0.00
C: -0.620 0.637 0.554  -0.45
C: 0.587 0.314 1.464  -0.15
C: 1.072 -1.077 1.338  -0.18
C: -0.162 -1.947 1.663  -0.12
C: -1.497 -1.682 1.003  -0.53
N: -1.720 -0.261 1.041  -0.05
O: -2.909 -0.038 0.290  -0.05
C: -1.557 -2.368 -0.394  0.01
C: -2.569 -2.263 1.942  -0.01
C: -0.207 0.341 -0.862  -0.04
H: -1.687 2.434 -0.085  0.09
H: -0.061 2.795 0.731  0.07
H: -1.502 2.216 1.657  0.07
H: 1.357 1.069 1.210  0.11
H: 0.370 0.497 2.549  0.13
H: 1.858 -1.389 2.034  0.11
H: 1.524 -1.307 0.358  0.09
H: -0.244 -1.755 2.764  0.13
H: -0.074 -3.024 1.603  0.10
H: -2.410 -1.983 -0.966  0.05
H: -0.673 -2.098 -0.962  0.05
H: -1.685 -3.421 -0.155  0.09
H: -2.666 -1.468 2.672  0.08
H: -3.589 -2.400 1.427  0.08
H: -2.225 -3.289 2.359  0.09
H: -0.967 0.113 -1.568  0.05
H: 0.465 -0.513 -0.864  0.05
H: 0.479 1.120 -1.307  0.09
H: -3.447 0.558 0.790  0.04
C: 2.955 4.457 0.449  -0.02
C: 3.053 4.770 1.999  -0.49
C: 4.510 4.872 2.298  -0.17
C: 5.141 6.133 1.732  -0.17
C: 4.370 7.353 2.245  -0.15
C: 2.913 7.297 1.886  -0.56
N: 2.368 6.031 2.410  -0.06
O: 1.004 5.900 2.009  -0.05
C: 2.257 8.442 2.676  -0.04
C: 2.702 7.564 0.392  -0.04
C: 2.448 3.571 2.781  -0.02
H: 3.485 3.509 0.375  0.06
H: 3.575 5.096 -0.181  0.05
H: 1.936 4.190 0.024  0.09
H: 4.756 4.917 3.348  0.12
H: 4.980 3.999 1.861  0.11
H: 5.195 6.152 0.631  0.10
H: 6.218 6.197 2.020  0.12
H: 4.789 8.326 1.907  0.14
H: 4.314 7.419 3.309  0.11
H: 2.765 9.375 2.472  0.08
H: 1.207 8.528 2.359  0.08
H: 2.261 8.168 3.748  0.09
H: 1.586 7.409 0.145  0.11
H: 2.839 8.586 0.032  0.08
H: 3.419 6.973 -0.205  0.06
H: 2.456 3.887 3.835  0.10
H: 3.052 2.671 2.577  0.07
H: 1.414 3.466 2.431  0.06
H: 0.570 5.624 2.836  0.06
O: -3.435 1.798 -1.979  -0.05
H: -3.145 0.959 -1.615  -0.01
H: -3.245 1.724 -2.935  0.02
O: -0.950 4.715 3.344  -0.02
H: -1.469 4.177 2.770  0.01
H: -1.404 4.660 4.186  0.05

HOMO-LUMO gap ... 8.65 eV
E ... -149111.05950 eV
LUMO energy ... 0.5 eV
Total charge ... 0